Record 1
C9H17NO4 | wB97M-V/def2-TZVPD

The relative energy (zero: lowest compared OMol25 entry of this formula, charge and spin) is 161.4 kJ/mol. For the gap between HOMO and LUMO, the calculation gives 9.20 eV. As for the structure (SMILES): CC1(C)CC[C@](N=O)(C(C)(O)O)[C@@H]1O. For the molar mass, the calculation gives 203.2 g mol⁻¹. The value obtained for the electronic energy is -19287.05212 eV.

XYZ file:
```
31
C9H17NO4, DFT wB97M-V/def2-TZVPD
C -1.6255 -0.8576 0.5437
C -1.0179 -0.7346 -0.8470
C 0.2633 0.6665 0.7314
C -0.4993 -0.4508 1.5062
C -0.1703 0.5487 -0.7518
C -1.0563 0.0774 2.8276
C 0.4168 -1.6466 1.7763
C 0.5061 0.3647 -3.2129
C 1.0096 0.5352 -1.7780
N -1.0512 1.6030 -1.2065
O -1.3893 2.4708 -0.4329
O 1.6665 0.5936 0.8909
O 1.8800 -0.5141 -1.5132
O 1.6422 1.7785 -1.6141
H -2.4625 -0.1633 0.6413
H -1.9890 -1.8642 0.7442
H -0.3564 -1.5721 -1.0696
H -1.7707 -0.6513 -1.6289
H -0.0864 1.6521 1.0727
H -0.2506 0.3763 3.4958
H -1.6401 -0.6950 3.3234
H -1.7002 0.9377 2.6569
H 1.2263 -1.3718 2.4484
H 0.8540 -2.0172 0.8532
H -0.1536 -2.4478 2.2403
H 1.3549 0.4546 -3.8872
H -0.2259 1.1328 -3.4365
H 0.0686 -0.6188 -3.3409
H 1.9042 1.0181 1.7195
H 2.2065 -0.3909 -0.6057
H 2.4464 1.7863 -2.1466
```

Löwdin population analysis, charges in e, atoms 1 to 6: -0.1186, -0.0903, -0.2272, -0.4850, -0.3304, -0.0375

Record 2
C9H17NOSi | wB97M-V/def2-TZVPD

The relative energy (zero: lowest compared OMol25 entry of this formula, charge and spin) is 239.2 kJ/mol. For the gap between HOMO and LUMO, the calculation gives 9.45 eV. For the molar mass, the calculation gives 183.3 g mol⁻¹. The value obtained for the electronic energy is -21022.12373 eV.

XYZ file:
```
29
C9H17NOSi, DFT wB97M-V/def2-TZVPD
C 0.2428 1.7018 0.5252
C 0.0077 0.4451 3.0407
C -1.0274 0.5891 2.2156
C -1.8699 1.8703 -1.3437
C 1.3805 -0.3438 -2.1768
C 0.2979 -3.0717 -0.9356
C 2.2255 -0.9999 0.7854
C -2.2044 1.4399 0.0858
C -0.9507 0.9530 0.7333
N 1.0992 2.3962 0.2543
O -0.5712 -0.5883 -0.0787
Si 0.8527 -1.1971 -0.5030
H -0.1850 0.2644 4.0196
H 0.9418 0.6219 2.6892
H -1.9816 0.2996 2.6862
H -1.4310 1.0617 -2.0453
H -1.1484 2.7470 -1.4306
H -2.7675 2.0515 -1.8302
H 0.9937 -0.9598 -3.0356
H 0.9633 0.6420 -2.2782
H 2.4049 -0.2350 -2.2719
H 1.1764 -3.5768 -1.0665
H -0.3187 -3.3676 -0.1112
H -0.1098 -2.9968 -1.9871
H 2.8023 -1.8023 0.8199
H 2.7841 -0.0801 0.6612
H 1.9250 -0.8755 1.8152
H -2.6547 2.3775 0.5422
H -2.8777 0.6338 0.2206
```

Löwdin population analysis, charges in e, atoms 1 to 6: -0.2340, 0.0644, -0.0696, -0.0963, -0.1507, -0.1323